# C35H42BCl5N2OZn

C35H42BCl5N2OZn as an isolated structure in a non-equilibrium geometry (ωB97M-V with the def2-TZVPD basis set, OMol25).

Positions of all 87 atoms, in Å:
Zn 1.2529 0.2413 -0.1262
Cl 2.8166 1.9281 3.1637
Cl 6.9902 3.3937 0.1456
Cl 5.4574 2.4627 -2.4190
Cl 5.6492 3.1212 2.9325
Cl 2.6507 1.1521 -2.1125
O 2.6562 -1.4766 -0.4870
N -1.5697 -0.7374 0.9426
N -1.5518 1.1004 -0.3360
C -2.0211 -4.3506 1.4667
C -2.0249 4.5939 1.1010
C 1.5125 -1.3402 2.9218
C 4.7422 2.2738 -0.8590
C -0.7921 3.3856 -0.6969
C -0.3839 0.2561 3.4239
C 5.4195 2.7043 0.2780
C -0.3337 4.1333 -2.9402
C 4.8167 2.5683 1.5245
C -1.4235 -2.0157 1.5338
C 2.8553 1.4907 0.5111
C 0.4552 4.2259 1.3260
C -1.1859 2.1469 -1.2153
C -0.6362 -0.0864 -4.0326
C -2.8312 -0.1597 0.9502
C -2.9735 0.8494 -3.9663
C 3.4976 1.6806 -0.7071
C -2.8171 0.9503 0.1892
C -0.8564 3.6564 0.7876
C -1.8035 -3.7676 -1.5170
C 2.4938 -3.7842 0.0514
C -2.6122 -2.9402 -0.5133
C -4.0903 -3.3298 -0.5359
C 3.2253 -2.5404 -0.3621
C 3.5561 1.9823 1.6097
C -1.6912 0.6032 -3.1662
C -1.1819 1.9075 -2.5945
C 0.0894 -1.1949 3.4701
C -0.7908 -3.4869 3.3150
C -0.7629 -2.2147 2.7503
C -0.3751 4.3715 -1.5802
C 4.6994 -2.6680 -0.6113
C -2.0209 -3.0996 0.8694
C -0.7410 2.9135 -3.4428
C -1.4301 -4.5419 2.6995
B -0.7107 0.0415 0.1120
H 1.2898 3.6034 1.0110
H 2.8307 -4.0964 1.0385
H -2.7909 1.5215 -4.8014
H -3.3580 -0.0912 -4.3554
H -1.0386 2.7106 1.3054
H -1.9347 -0.0727 -2.3403
H 2.1641 -0.5969 3.3670
H 0.4273 4.2407 2.4138
H -4.2307 -4.3796 -0.2888
H -2.5383 -1.8931 -0.8162
H -4.5084 -3.1542 -1.5252
H -0.7589 -3.4616 -1.5066
H -0.0735 5.3378 -1.2055
H 0.0385 0.7966 4.2680
H -1.0047 -1.0513 -4.3751
H -3.7352 1.2962 -3.3317
H 0.1151 -1.4957 4.5228
H 5.0814 -1.7447 -1.0399
H -1.8503 -4.8281 -1.2800
H -1.4595 -5.5102 3.1753
H -0.3074 -3.6502 4.2670
H -2.4856 -5.1878 0.9677
H 1.5072 -1.2075 1.8395
H -3.6085 1.6454 -0.0174
H -0.3888 0.5119 -4.9058
H 1.9073 -2.3308 3.1373
H -4.6408 -2.7320 0.1865
H 1.4231 -3.5941 0.0913
H -1.4677 0.3139 3.4866
H -1.8874 5.5626 0.6248
H 4.9106 -3.5008 -1.2774
H -0.7123 2.7427 -4.5082
H -2.1969 -3.6250 -2.5213
H -0.0551 0.7520 2.5155
H 2.6989 -4.5975 -0.6407
H 5.2111 -2.8551 0.3315
H 0.0096 4.9061 -3.6113
H 0.6263 5.2425 0.9771
H 0.2722 -0.2490 -3.4567
H -2.9575 4.1639 0.7435
H -2.1033 4.7445 2.1752
H -3.6445 -0.5860 1.5056

Forces on atoms 1 to 3 (eV/Å):
Zn 0.8744 0.3200 0.7842
Cl -0.2732 -0.0317 0.4280
Cl -0.0139 0.0215 -0.0522

Summary:
HOMO = -7.845 eV
ΔE to the lowest compared entry with this formula, charge and spin = 0.8184 eV
lowest unoccupied orbital energy = 0.00987 Ha
charge = 0
orbital gap = 8.11 eV

---

# C5H10N2

One molecule with the formula C5H10N2 (ωB97M-V with the def2-TZVPD basis set, OMol25).

Positions of all 17 atoms, in Å:
N -0.3030 0.8592 -1.4056
N 0.9139 0.6075 1.4510
C -1.1241 -0.3087 -1.0786
C 2.1901 0.2631 0.8228
C 0.3485 -0.3527 -0.9074
C 0.9546 -0.4692 0.4667
C -2.0377 -0.3141 0.1257
H 2.6010 0.9458 0.0810
H -1.5403 -0.7876 -1.9648
H -3.0109 0.1252 -0.1178
H 0.5513 1.4638 1.0385
H -0.3952 1.5659 -0.6775
H 2.9229 -0.1868 1.4885
H 0.8108 -1.4514 0.9176
H -2.2078 -1.3416 0.4683
H -1.6077 0.2417 0.9660
H 0.9338 -0.8600 -1.6744

Forces on atoms 1 to 3 (eV/Å):
N 0.0205 0.2663 0.0970
N -0.1538 0.2065 0.0229
C -0.1362 -0.1889 -0.0024

Summary:
HOMO = -9.305 eV
SMILES = C[C@H]1N[C@H]1[C@H]1CN1
ΔE to the lowest compared entry with this formula, charge and spin = 2.0867 eV
lowest unoccupied orbital energy = 0.04424 Ha
charge = 0
orbital gap = 10.51 eV

---

# C3H14NO4

C3H14NO4 as an isolated structure in a non-equilibrium geometry (ωB97M-V with the def2-TZVPD basis set, OMol25).

Positions of all 22 atoms, in Å:
O -0.3916 2.0048 -2.5244
O 0.6277 -0.3372 -1.4181
O 0.0245 -4.1330 -0.5740
O -0.0030 -2.4410 -2.5131
N 0.2698 1.0164 2.6684
C 0.0881 2.4203 2.9320
C 0.5493 -0.3843 -0.0064
C -0.2382 0.7132 0.7310
H 0.6457 2.8129 3.7925
H 0.5318 -2.6245 -3.2868
H -0.2382 1.7287 0.3359
H 1.5784 -0.2941 0.4010
H -0.0092 -3.4550 -1.3342
H 0.4368 3.1000 2.0875
H -0.5441 1.5699 -3.3664
H -0.7080 -3.9845 0.0404
H -0.2153 1.2196 -1.9568
H 0.1642 -1.3656 0.3160
H -0.9951 2.7033 3.0571
H -0.6514 0.5812 2.0010
H -1.2777 0.4305 0.4548
H 0.3555 -1.2814 -1.8373

Forces on atoms 1 to 3 (eV/Å):
O -0.2672 0.1103 -0.1839
O -0.5355 0.2508 -0.0415
O -0.1517 -0.5602 0.4712

Summary:
spin multiplicity = 2
HOMO (alpha / beta) = 2.933 / 0.689 eV
expectation value of S² = 0.76
ΔE to the lowest compared entry with this formula, charge and spin = 3.7283 eV
lowest unoccupied orbital energy (alpha / beta) = 0.23876 / 0.23696 Ha
charge = -2
orbital gap (alpha / beta) = 3.56 / 5.76 eV

---

# C32H84N4O12

A 8-piece molecular cluster, C32H84N4O12 overall in a non-equilibrium geometry (ωB97M-V with the def2-TZVPD basis set, OMol25).

Positions of all 132 atoms, in Å:
O -16.0561 -31.5666 4.9811
O -15.3139 -29.1749 14.9712
O -12.4322 -42.2506 15.4330
O -12.3536 -31.8360 24.6946
O -14.9549 -37.1686 5.6829
O -8.3421 -33.2582 22.3856
O -10.2039 -37.0117 18.3526
O -13.0484 -32.4609 18.3690
O -14.1308 -36.7570 16.3705
O -11.9747 -32.9404 10.5097
O -9.1114 -33.4172 15.8927
O -9.5435 -38.4730 10.1615
N -11.5573 -33.8713 13.3959
N -13.0436 -31.0984 21.8886
N -8.9925 -36.0474 21.7073
N -14.0939 -39.4014 15.5237
C -14.2935 -30.0909 14.4911
C -11.7829 -42.2622 16.7044
C -13.5184 -37.7391 17.3023
C -14.1572 -30.4888 6.0005
C -13.1085 -39.0869 16.6024
C -10.4607 -33.2716 15.4255
C -13.0212 -33.8452 18.3319
C -11.9397 -31.9065 26.0867
C -11.5221 -34.7487 12.2180
C -7.4372 -34.2081 21.8817
C -8.8332 -36.5105 20.3204
C -14.3779 -36.5038 7.8615
C -10.4936 -34.2787 14.2573
C -7.7782 -35.6891 22.4162
C -7.7667 -31.9949 22.2336
C -10.1083 -36.3403 19.5619
C -9.3254 -36.4256 17.3626
C -12.5935 -31.8749 19.5380
C -14.7568 -36.0737 6.4999
C -8.6553 -32.6527 17.0649
C -13.2440 -36.1395 15.4555
C -11.7096 -31.3720 22.4839
C -13.5214 -31.9867 20.7739
C -15.1858 -31.5784 6.0986
C -13.7398 -41.8092 15.5127
C -11.6700 -38.8205 11.3427
C -12.4920 -34.1131 11.1778
C -13.8126 -40.5779 14.6579
C -11.5528 -30.9439 23.9306
C -10.9680 -38.6245 10.0279
C -12.7984 -32.5868 9.4267
C -13.9394 -31.1930 15.5705
H -9.2867 -39.3436 10.4742
H -9.5772 -34.3549 13.6720
H -12.0075 -34.2333 18.4315
H -11.6473 -32.4599 22.4578
H -15.8363 -28.8576 14.2309
H -15.7979 -31.6209 6.9996
H -12.8229 -33.4807 8.8034
H -10.7883 -42.7070 16.6726
H -13.2775 -30.8664 6.5216
H -12.0535 -39.1136 16.3296
H -8.2649 -36.4077 17.6136
H -13.7066 -30.9884 22.6426
H -10.4312 -35.3321 19.3025
H -12.8084 -36.6954 14.6253
H -14.0287 -35.7668 8.5846
H -8.3811 -31.6154 16.8730
H -7.9875 -35.7114 23.4857
H -7.7294 -33.1339 17.3797
H -11.5401 -39.8759 11.5822
H -15.5967 -35.3797 6.5294
H -14.2074 -38.0353 18.0933
H -9.6913 -35.4157 17.1777
H -13.4791 -30.7152 16.4353
H -15.1538 -37.0831 8.3620
H -11.0103 -31.3740 26.2888
H -9.6286 -35.3007 21.9480
H -11.6287 -41.2508 17.0804
H -11.7140 -32.8985 26.4780
H -9.4115 -36.9509 16.4114
H -13.1348 -39.8527 17.3776
H -10.5679 -32.2296 15.1242
H -12.9708 -40.5319 13.9670
H -8.4714 -37.5384 20.2935
H -14.6942 -40.6712 14.0237
H -12.3632 -35.7210 15.9426
H -10.8900 -30.8957 21.9460
H -13.4647 -29.4032 14.3229
H -12.4691 -31.7533 8.8062
H -13.7076 -35.2959 14.9442
H -10.7631 -35.2527 14.6657
H -12.5495 -30.8271 19.2410
H -13.8276 -35.5769 6.2208
H -13.4300 -33.8636 11.6738
H -12.3093 -42.9919 17.3197
H -8.0482 -35.9027 19.8705
H -8.5105 -31.4249 22.7904
H -7.6538 -31.6612 21.2021
H -6.8524 -31.8599 22.8115
H -10.5054 -30.9718 24.2309
H -13.3815 -32.0119 15.1164
H -14.2701 -38.4830 15.1419
H -12.7235 -37.2040 17.8217
H -16.0952 -32.4661 4.6481
H -12.9772 -34.7524 10.4402
H -14.8689 -31.6978 15.8338
H -11.1590 -39.4134 9.3004
H -11.2047 -33.5070 16.1866
H -13.3961 -33.0187 21.1015
H -14.5859 -31.9958 20.5398
H -13.8859 -30.2351 4.9757
H -11.8410 -29.8947 23.8655
H -7.3143 -34.0856 20.8056
H -13.5998 -37.2378 7.6523
H -10.9922 -36.6828 20.0999
H -11.5891 -32.1548 19.8556
H -6.3914 -34.1016 22.1698
H -10.5320 -34.8651 11.7772
H -13.5334 -34.2265 19.2153
H -11.3718 -38.1378 12.1383
H -11.5288 -37.7366 9.7358
H -13.7371 -32.2579 9.8726
H -14.5079 -30.4761 13.4943
H -12.7534 -38.7251 11.2692
H -15.0889 -36.8737 4.7792
H -14.0438 -41.6562 16.5482
H -14.3439 -29.5936 6.5936
H -14.3836 -42.5598 15.0544
H -14.7020 -32.5535 6.0419
H -11.3441 -33.0018 12.9284
H -9.3124 -32.5750 17.9311
H -12.6200 -31.4270 26.7904
H -11.8439 -35.7561 12.4819
H -6.9043 -36.3125 22.2269
H -13.5676 -34.2330 17.4723

Forces on atoms 1 to 3 (eV/Å):
O -0.5706 0.2261 -0.5712
O -0.1333 -0.9213 0.1271
O 2.2500 -0.9714 0.8693

Summary:
HOMO = -8.433 eV
SMILES = COCCNCCOC.COCCNCCOC.COCCNCCOC.COCCNCCOC.CCO.CCO.CCO.CCO
ΔE to the lowest compared entry with this formula, charge and spin = 5.6733 eV
lowest unoccupied orbital energy = 0.01555 Ha
charge = 0
orbital gap = 8.86 eV